No. 1
{"formula": "CH3NO3", "method": "ωB97M-V with the def2-TZVPD basis set", "elements": ["C", "N", "O", "O", "O", "H", "H", "H"], "coordinates": [[-0.605, 0.997, -0.172], [0.459, 0.228, 0.094], [-1.769, 0.730, -0.193], [-0.317, -1.797, 0.130], [1.603, -0.006, -0.565], [-0.370, 2.104, -0.189], [-0.890, -1.572, 0.838], [1.888, -0.684, 0.057]], "e_above_lowest_ev": 4.939, "lumo_energy_ha": [-0.048, -0.049], "e_homo_ev": [-10.4, -10.4], "orbital_gap_ha": [0.33572, 0.33293], "molar_mass_g_mol": 77.0}



No. 2
{"formula": "C56H38I4N6O5STa", "method": "ωB97M-V with the def2-TZVPD basis set", "elements": ["Ta", "I", "C", "C", "C", "C", "C", "C", "C", "C", "C", "C", "C", "C", "C", "C", "C", "C", "I", "C", "C", "C", "N", "C", "C", "C", "C", "C", "C", "I", "C", "C", "C", "C", "C", "C", "N", "C", "C", "C", "C", "C", "N", "C", "C", "C", "C", "I", "C", "C", "C", "C", "N", "H", "H", "H", "H", "H", "H", "H", "H", "H", "H", "H", "H", "H", "H", "H", "H", "H", "H", "H", "H", "H", "H", "H", "H", "O", "C", "O", "C", "C", "C", "C", "C", "O", "C", "C", "O", "O", "H", "H", "H", "H", "H", "H", "H", "H", "C", "N", "C", "C", "N", "C", "S", "H", "H", "H", "H", "H", "H"], "coordinates": [[0.684, 0.280, 0.636], [-1.761, 8.172, -3.943], [-1.420, 6.523, -2.697], [-0.273, 6.459, -1.920], [-0.080, 5.388, -1.071], [-1.047, 4.376, -0.924], [-2.124, 4.406, -1.826], [-2.321, 5.469, -2.685], [-0.859, 3.282, 0.034], [-1.760, 2.207, 0.160], [-3.178, 2.273, -0.005], [-3.667, 1.028, 0.216], [-2.549, 0.185, 0.493], [-2.598, -1.204, 0.536], [-3.847, -1.866, 0.083], [-4.513, -2.806, 0.868], [-5.643, -3.452, 0.392], [-6.114, -3.162, -0.879], [-7.797, -4.175, -1.627], [-5.478, -2.216, -1.668], [-4.352, -1.573, -1.184], [-1.506, -2.007, 0.865], [-0.279, -1.542, 1.294], [0.503, -2.664, 1.522], [1.785, -2.636, 2.067], [2.603, -3.874, 2.089], [2.184, -5.044, 2.719], [2.946, -6.199, 2.648], [4.141, -6.191, 1.946], [5.267, -7.958, 1.788], [4.595, -5.028, 1.342], [3.830, -3.876, 1.423], [2.345, -1.476, 2.599], [3.513, -1.448, 3.419], [3.681, -0.165, 3.823], [2.629, 0.602, 3.230], [1.810, -0.214, 2.489], [2.499, 1.987, 3.340], [1.618, 2.734, 2.562], [1.411, 4.136, 2.686], [0.559, 4.513, 1.695], [0.194, 3.338, 0.980], [0.819, 2.249, 1.536], [3.364, 2.692, 4.315], [4.154, 3.776, 3.933], [4.959, 4.429, 4.852], [4.990, 3.993, 6.167], [6.210, 4.974, 7.564], [4.215, 2.915, 6.569], [3.407, 2.273, 5.646], [-0.233, -3.832, 1.168], [-1.473, -3.431, 0.785], [-1.402, 0.945, 0.578], [0.475, 7.237, -1.987], [0.857, 5.327, -0.542], [-2.794, 3.566, -1.890], [-3.171, 5.473, -3.353], [-3.746, 3.172, -0.162], [-4.695, 0.710, 0.208], [-4.154, -3.022, 1.866], [-6.148, -4.183, 1.008], [-5.852, -1.986, -2.657], [-3.835, -0.844, -1.798], [1.265, -5.045, 3.291], [2.603, -7.102, 3.134], [5.533, -5.015, 0.804], [4.185, -2.967, 0.949], [4.119, -2.302, 3.669], [4.471, 0.224, 4.439], [1.834, 4.764, 3.449], [0.138, 5.491, 1.542], [4.165, 4.089, 2.897], [5.565, 5.268, 4.539], [4.239, 2.576, 7.595], [2.783, 1.448, 5.968], [0.137, -4.841, 1.207], [-2.283, -4.058, 0.459], [2.198, 1.725, -2.180], [1.417, 0.820, -2.068], [0.436, 0.827, -1.167], [1.559, -0.496, -2.827], [0.351, -1.423, -2.602], [0.468, -2.663, -3.495], [1.565, -3.469, -2.759], [1.888, -2.528, -1.596], [0.612, -1.941, -1.287], [2.696, -1.319, -2.122], [3.308, -0.555, -0.950], [4.471, -0.287, -0.873], [2.424, -0.261, 0.015], [1.766, -0.281, -3.872], [-0.605, -0.910, -2.615], [-0.474, -3.213, -3.507], [0.740, -2.409, -4.519], [1.179, -4.413, -2.378], [2.439, -3.669, -3.377], [2.309, -3.008, -0.716], [3.504, -1.601, -2.791], [-4.960, 2.043, -4.084], [-4.411, 0.764, -4.474], [-5.041, -0.193, -5.255], [-4.180, -1.210, -5.428], [-3.026, -0.870, -4.745], [-3.159, 0.346, -4.151], [-2.044, 1.112, -3.165], [-5.585, 2.438, -4.882], [-4.129, 2.724, -3.911], [-5.550, 1.956, -3.170], [-6.045, -0.059, -5.618], [-4.285, -2.137, -5.962], [-2.167, -1.390, -4.737]], "lumo_energy_ha": -0.156, "charge": 1, "e_homo_ev": -9.5, "orbital_gap_ha": 0.19489, "molar_mass_g_mol": 1595.6}



No. 3
{"formula": "C3H8O2S", "method": "ωB97M-V with the def2-TZVPD basis set", "elements": ["O", "C", "O", "H", "H", "C", "S", "C", "H", "H", "H", "H", "H", "H"], "coordinates": [[2.283, -0.572, 0.498], [1.986, 0.528, 0.106], [2.049, 1.617, 0.865], [1.603, 0.694, -0.902], [2.325, 1.315, 1.744], [-1.632, 0.881, 0.096], [-1.149, -0.080, -1.340], [-0.693, -1.706, -0.641], [-2.686, 0.862, 0.361], [-1.052, 0.556, 0.944], [-1.322, 1.913, -0.064], [-0.484, -1.576, 0.414], [0.205, -1.980, -1.168], [-1.431, -2.452, -0.913]], "e_above_lowest_ev": 0.482, "lumo_energy_ha": 0.028, "smiles": "O=CO.CSC", "e_homo_ev": -8.6, "orbital_gap_ha": 0.34349, "molar_mass_g_mol": 108.2}